The following is a quantum chemistry calculation of a 2-piece molecular cluster, C4H8N2 overall, from the OMol25 dataset.

XYZ file:
```
14
Properties=species:S:1:pos:R:3:lowdin_charge:R:1
C 0.6031 -0.2374 1.7914 -0.09
C 0.6239 -0.2716 0.2997 -0.16
C -0.4393 -0.3043 -0.5111 -0.41
N -0.3058 -0.3894 -1.9153 0.07
C -1.7739 -0.1941 0.0287 -0.18
N -2.8445 -0.1137 0.4665 0.16
H 0.8411 -1.2380 2.1688 0.08
H -0.3766 0.0579 2.1795 0.07
H 1.3578 0.4505 2.1911 0.08
H 1.0805 2.2491 -0.7917 0.06
H 1.5960 -0.2788 -0.1912 0.11
H 0.5667 1.8211 -1.1058 0.03
H 0.2526 -1.1869 -2.1919 0.09
H -1.1816 -0.3645 -2.4185 0.09
```

- relative energy (zero: lowest compared OMol25 entry of this formula, charge and spin) (kcal per mole) = 39.7
- spin multiplicity = 1
- F_max (hartree/bohr) = 0.023
- SMILES string = C/C=C(/N)C#N.[H][H]
- HOMO level (eV) = -8.9736
- HOMO-LUMO gap (eV) = 9.773